Below is 2 unconnected molecules or ions with the total composition C2HN4 in a non-equilibrium geometry, with properties calculated with ωB97M-V with the def2-TZVPD basis set.

* HOMO-LUMO gap: 11.50 eV
* HOMO energy: -18.7 eV
* energy relative to the best compared isomer or geometry (same formula, charge and spin): 18.9 kcal per mole
* charge: +1
* LUMO level: -7.2 eV

Element x y z (Å)
C  0.514614  -0.853478  0.838749
C  0.602106  0.333460  0.145248
N  0.388762  -1.752700  1.555605
N  1.168363  1.154454  -0.424667
N  -2.559507  -0.446648  -0.734048
N  -1.545305  -0.229461  -0.324385
H  1.430967  1.794372  -1.056503

Cartesian forces, eV/Å:
-0.3 -0.7 1.6
2.5 0.1 -0.6
0.3 0.5 -0.6
-2.5 -3.4 3.1
3.4 0.7 1.4
-4.6 -0.5 -2.0
1.3 3.2 -2.8

Mulliken population analysis, charges in e, atoms 1 to 4: number 1, C, carries 0.237; number 2, C, carries 0.488; number 3, N, carries -0.087; number 4, N, carries 0.137

***

Below is a molecular structure, C22H24Cl4N7O4PtS, with properties calculated with ωB97M-V with the def2-TZVPD basis set.

* HOMO-LUMO gap: 6.26 eV
* HOMO energy: -10.8 eV
* energy relative to the best compared isomer or geometry (same formula, charge and spin): 1.9 kcal per mole
* charge: +1
* LUMO level: -4.5 eV

Element x y z (Å)
Pt  -0.406382  -1.101601  0.953149
Cl  -1.933710  6.696856  1.490673
C  -1.182682  5.227694  1.061485
C  0.294531  5.140587  1.198993
Cl  1.111809  6.499448  1.821544
C  0.978120  4.039837  0.841324
Cl  2.674763  3.916356  0.943559
C  0.266061  2.871601  0.292453
O  0.805961  1.931484  -0.218253
C  -1.273437  2.892241  0.376674
O  -1.860788  1.857192  0.279447
C  -1.922900  4.181422  0.661529
Cl  -3.627375  4.209573  0.594394
N  -1.142131  5.825341  4.545123
C  -0.852498  4.527133  4.263940
C  0.394062  3.978456  4.616461
C  0.693881  2.669783  4.324714
C  -0.230605  1.881906  3.633096
C  -1.482996  2.401447  3.304447
C  -1.793534  3.705986  3.624717
S  0.101754  0.195301  3.338924
O  0.644041  -0.394929  4.514643
O  -1.187223  -0.382721  2.779016
N  0.990936  -0.084557  2.013932
C  2.238597  0.437096  1.791338
N  2.737444  1.255252  2.717681
C  3.955884  1.731904  2.495467
C  4.685780  1.421414  1.361953
C  4.070909  0.571833  0.461550
N  2.857454  0.066403  0.661983
H  -0.490493  6.403250  5.041704
H  -2.044520  6.208870  4.335304
H  1.115524  4.592039  5.141883
H  1.643116  2.245639  4.616677
H  -2.215053  1.778433  2.810861
H  -2.775707  4.098531  3.387588
H  4.358865  2.390405  3.257665
H  5.674427  1.818269  1.189899
H  4.565927  0.275729  -0.456447
N  0.870769  -1.896420  -0.422512
H  1.604575  -1.178028  -0.533880
H  0.510311  -2.191587  -1.323896
H  1.318461  -2.693105  0.022111
C  -2.371308  -3.239579  1.176012
C  -3.760892  -3.843915  0.855716
N  -4.367218  -3.150628  -0.276434
C  -3.467104  -3.214626  -1.420269
C  -2.136855  -2.479180  -1.107507
N  -2.137393  -2.041279  0.311514
C  -3.264626  -1.080715  0.509299
C  -4.592708  -1.755748  0.086533
H  -1.562344  -3.941847  0.975216
H  -2.287211  -2.915653  2.212647
H  -4.428227  -3.751820  1.712240
H  -3.673385  -4.903568  0.616720
H  -3.957399  -2.767756  -2.284835
H  -3.279164  -4.263142  -1.651594
H  -2.000702  -1.588381  -1.721362
H  -1.281965  -3.142034  -1.252309
H  -3.046736  -0.194192  -0.081050
H  -3.255508  -0.791223  1.559992
H  -5.026634  -1.242307  -0.771747
H  -5.319447  -1.717071  0.897405

Cartesian forces, eV/Å:
0.1 -0.1 0.9
-0.1 0.0 -0.2
0.1 0.0 -0.1
-0.1 0.0 0.0
0.0 0.0 0.0
0.0 0.0 0.1
-0.2 0.3 -0.2
-0.1 0.3 -0.1
0.1 -0.1 -0.1
0.4 0.4 0.3
-0.5 -0.6 -0.4
0.0 0.1 -0.2
0.0 0.0 0.0
0.1 -0.1 0.0
0.0 0.0 0.1
0.0 0.0 0.0
0.0 0.0 0.0
-0.1 0.0 0.0
0.0 0.0 0.1
0.0 -0.1 0.2
0.0 -0.1 -0.2
-0.1 0.0 0.0
0.3 0.1 0.0
-0.2 0.0 -0.2
0.4 0.0 0.1
0.1 -0.2 0.0
0.1 -0.2 0.1
0.0 0.0 0.1
-0.1 -0.1 0.0
-0.2 -0.2 0.0
0.0 0.0 0.0
0.0 0.0 0.0
0.0 0.0 0.0
-0.1 0.0 0.0
0.0 0.0 0.0
0.0 0.0 0.0
0.0 0.0 0.0
0.0 0.0 0.0
0.0 0.0 0.0
0.1 0.4 -0.2
0.0 -0.1 0.0
0.1 0.1 0.0
0.0 -0.1 -0.1
0.0 0.0 0.0
0.0 0.0 0.0
0.0 0.0 0.0
0.0 0.0 0.0
-0.1 0.0 0.0
0.1 -0.1 -0.1
-0.1 0.0 0.0
0.0 0.0 0.0
0.0 0.0 0.0
0.0 0.0 0.0
0.0 0.0 0.0
0.0 0.0 0.0
0.0 0.0 0.0
0.0 0.0 0.0
0.0 0.0 0.0
-0.1 0.0 0.0
0.0 0.0 0.0
0.0 0.0 0.0
0.0 0.0 0.0
0.0 0.0 0.0

Mulliken population analysis, charges in e, atoms 1 to 4: number 1, Pt, carries 0.606; number 2, Cl, carries -0.072; number 3, C, carries 0.811; number 4, C, carries 0.030

***

Below is C7H5Cl2FN2 in the gas phase in a non-equilibrium geometry, with properties calculated with ωB97M-V with the def2-TZVPD basis set.

* HOMO-LUMO gap (alpha / beta): 7.13 / 7.13 eV
* structure (SMILES): C=C(C#N)/C(Cl)=N/C(Cl)=C(/C)F
* HOMO energy (alpha / beta): -8.3 / -8.3 eV
* energy relative to the best compared isomer or geometry (same formula, charge and spin): 0.0 kcal per mole
* charge: 0
* LUMO level (alpha / beta): -1.2 / -1.2 eV

Element x y z (Å)
C  2.343213  -1.173870  2.092447
C  1.107365  -1.486510  1.629957
C  0.639096  -2.641141  2.274033
N  0.215283  -3.602342  2.730436
C  0.255829  -0.984808  0.574566
Cl  -1.278787  -1.833711  0.372560
N  0.632359  0.013295  -0.109503
C  0.085375  0.789260  -1.038627
Cl  1.099210  1.212636  -2.375577
C  -1.345067  1.268027  -1.162779
C  -1.771253  2.232612  -2.250258
F  -2.032855  1.009956  -0.060970
H  2.983538  -0.344884  1.749719
H  2.784239  -1.644383  2.964273
H  -1.006423  2.763077  -2.603181
H  -2.654341  2.766523  -1.748443
H  -2.056781  1.656264  -3.038653

Cartesian forces, eV/Å:
0.1 1.8 -0.7
2.1 -0.7 1.3
-1.1 -1.2 0.5
0.0 -0.4 0.4
-0.3 1.7 -1.4
0.4 0.4 -0.1
0.6 -0.7 1.3
-6.1 1.7 -1.8
0.3 0.0 0.0
7.3 -1.6 0.4
-3.9 -1.4 5.4
-1.1 0.4 -0.3
-0.8 -0.3 -0.3
-0.4 -0.5 -0.2
3.0 2.7 -0.8
1.3 -0.2 -1.4
-1.5 -1.6 -2.4

Mulliken population analysis, charges in e, atoms 1 to 4: number 1, C, carries -0.844; number 2, C, carries 0.593; number 3, C, carries 0.052; number 4, N, carries -0.429

***

Below is 12 unconnected molecules or ions with the total composition C32H56N4O28S2 in a non-equilibrium geometry, with properties calculated with ωB97M-V with the def2-TZVPD basis set.

* spin multiplicity: 2
* HOMO-LUMO gap (alpha / beta): 2.47 / 6.24 eV
* HOMO energy (alpha / beta): -0.8 / -4.6 eV
* charge: -1
* LUMO level (alpha / beta): 1.7 / 1.7 eV

Element x y z (Å)
C  2.151865  3.733507  -1.353458
N  2.752235  3.989847  -0.019818
O  2.083825  3.740117  0.958702
O  3.962565  4.260967  0.092192
H  1.611965  2.811947  -1.135868
H  2.935405  3.570377  -2.093428
H  1.615975  4.654387  -1.583438
C  -2.557155  -3.172243  3.076362
N  -2.789215  -3.896163  4.410102
O  -1.943855  -4.729403  4.827522
O  -3.906495  -3.765183  4.813312
H  -1.780525  -3.663983  2.490562
H  -2.183225  -2.173693  3.302592
H  -3.527665  -3.056263  2.593912
C  1.089185  -3.159613  3.184542
N  1.044075  -4.378983  2.392202
O  0.293095  -4.532033  1.481192
O  1.792355  -5.321903  2.570782
H  1.925815  -2.538913  2.863792
H  1.072545  -3.439493  4.237872
H  0.134945  -2.665203  3.002632
C  2.969775  0.343887  -5.557638
N  3.259995  0.511787  -4.102628
O  2.282155  0.551897  -3.359268
O  4.385105  0.477277  -3.673468
H  3.598135  -0.370343  -6.089738
H  2.971525  1.328517  -6.025188
H  1.979845  -0.110853  -5.520958
O  6.796025  1.410367  3.225272
C  5.627905  1.235937  3.530682
O  4.613035  1.422267  2.587992
C  3.333795  0.898547  2.994562
C  3.747185  0.326147  4.343452
C  5.076585  0.629967  4.800402
H  2.909425  0.138097  2.339032
H  2.569345  1.660877  3.144842
H  3.678295  -0.756373  4.450702
H  3.118435  0.754237  5.124162
H  5.427745  -0.310623  5.224752
H  5.050175  1.295457  5.663252
O  -3.250665  0.762997  2.806902
C  -3.281105  1.511537  3.742132
O  -4.170405  2.395847  3.982062
C  -4.308075  2.902577  5.389552
C  -2.844455  2.726637  5.721732
C  -2.291445  1.641057  4.881472
H  -4.951235  2.194467  5.912072
H  -4.801485  3.871607  5.464632
H  -2.862945  2.433897  6.771522
H  -2.285535  3.659037  5.642162
H  -2.251455  0.676337  5.387252
H  -1.376215  1.879677  4.339702
O  -0.994145  -2.883633  -3.648688
C  -1.310755  -3.899093  -3.035668
O  -0.673545  -4.292203  -2.019388
C  -1.001635  -5.665993  -1.940628
C  -2.443115  -5.845583  -2.373378
C  -2.492655  -4.680063  -3.422798
H  -0.748005  -6.082043  -0.965598
H  -0.347025  -6.175403  -2.647798
H  -3.140395  -5.641453  -1.560828
H  -2.651185  -6.846343  -2.751898
H  -3.334555  -3.989683  -3.474638
H  -2.251025  -5.093593  -4.401938
O  -4.371985  -3.017533  -0.226908
C  -4.242145  -1.940873  -0.811658
O  -4.341835  -1.863123  -2.134438
C  -4.112735  -0.583153  -2.567108
C  -4.231145  0.372847  -1.378918
C  -4.249435  -0.595813  -0.188608
H  -4.832975  -0.288163  -3.330218
H  -3.092685  -0.584213  -2.951288
H  -5.150425  0.957647  -1.346918
H  -3.445635  1.125527  -1.311428
H  -5.126455  -0.412773  0.432212
H  -3.411635  -0.353503  0.465212
O  -0.527075  0.263897  -4.291428
C  -0.679645  1.459497  -4.635258
O  -0.417035  2.562567  -3.807058
C  -1.051975  3.771427  -4.286868
C  -1.991635  3.280787  -5.329378
C  -1.490225  1.928167  -5.849188
H  -0.272015  4.375317  -4.750638
H  -1.393635  4.289547  -3.390818
H  -2.297745  3.984717  -6.103258
H  -2.946075  3.089167  -4.839038
H  -0.860765  2.041657  -6.731808
H  -2.182635  1.178877  -6.232888
O  3.378555  -2.546933  0.870932
C  4.422175  -2.118213  0.297762
O  5.527735  -1.517603  0.946672
C  6.568655  -1.403373  -0.074138
C  6.104765  -1.684733  -1.518718
C  4.763845  -2.334463  -1.225708
H  7.396285  -2.057323  0.200602
H  7.010255  -0.407493  -0.038018
H  6.719245  -2.440973  -2.007198
H  6.068415  -0.767053  -2.105778
H  4.867695  -3.399163  -1.434848
H  3.978655  -1.898983  -1.843708
C  -0.310675  -0.410923  -1.019378
C  1.021355  -1.100853  -0.455348
O  1.293035  -0.172733  0.582152
S  -0.019325  0.279517  1.404752
O  0.295355  1.555517  1.966072
O  -0.483545  -0.772973  2.275332
O  -0.891075  0.290277  0.007612
H  -1.017385  -1.203023  -1.266838
H  -0.025735  0.292587  -1.801668
H  1.869295  -1.197173  -1.133448
H  0.729995  -2.026333  0.041342
C  -2.905845  3.800957  0.239932
C  -1.604025  3.710717  0.939632
O  -0.878725  4.820187  0.755262
S  -1.398675  5.680327  -0.606088
O  -0.442745  5.791457  -1.703908
O  -2.166705  6.850607  -0.127438
O  -2.471315  4.445447  -0.881238
H  -3.691395  4.320007  0.789112
H  -3.380225  2.851497  -0.008258
H  -0.961665  2.937167  0.518802
H  -1.755825  3.525777  2.003042

Cartesian forces, eV/Å:
0.6 0.2 0.3
3.2 -0.7 1.2
-0.9 0.3 0.0
-1.7 0.2 -0.9
-0.5 0.3 -0.8
0.0 -0.1 0.3
-0.5 -0.5 -0.1
0.7 0.4 0.7
1.5 -2.1 -2.1
-1.4 2.2 -0.5
-0.7 0.1 1.4
-0.4 -0.3 0.1
-0.1 0.0 0.2
0.2 -0.4 0.0
-1.1 0.5 0.6
1.7 -3.0 -0.9
-3.1 2.1 -1.8
1.7 0.5 2.3
0.1 -0.3 0.0
0.6 -0.1 -0.1
0.5 0.1 -0.2
-0.6 -0.4 1.5
-1.7 -0.2 -5.0
-4.0 0.2 2.8
6.1 -0.3 1.6
0.6 0.2 0.2
0.0 0.1 -0.4
-0.2 0.4 -0.4
-2.0 0.2 0.6
2.2 -0.5 -1.8
0.8 0.3 0.1
1.2 -0.2 1.5
-4.4 -1.6 1.9
1.2 0.8 0.2
0.7 0.1 -0.4
0.4 0.4 -0.4
-0.8 -0.1 -0.6
-0.8 -0.4 -0.2
1.4 0.3 -0.7
0.4 0.5 -0.4
-0.2 0.1 -0.6
2.0 -1.2 1.5
-5.3 2.9 -0.8
1.1 -1.8 -2.1
0.1 1.2 2.9
0.3 -1.2 -1.2
0.1 -0.2 -0.1
0.5 0.1 -0.6
0.7 0.2 0.2
-0.1 0.0 -0.1
0.4 0.0 0.0
0.4 -0.2 0.6
-0.3 -0.9 0.8
-0.7 5.4 -4.2
1.3 -1.5 2.8
0.6 -2.2 1.0
-0.7 1.2 -0.2
-0.1 -2.0 0.2
-0.1 0.4 0.1
0.1 -0.2 -0.2
0.1 0.0 0.1
0.1 0.1 -0.1
-0.1 -0.5 0.1
-0.3 0.2 -0.2
0.7 1.7 -1.0
-1.6 -2.9 2.1
-0.4 -1.8 0.4
0.9 2.6 -1.2
-0.4 0.2 0.7
0.7 1.8 0.3
0.1 -0.4 -0.2
0.0 0.4 -0.4
-0.2 -0.2 -0.5
0.3 -0.4 -0.2
-0.1 -0.6 0.0
0.2 -0.7 0.1
-0.2 4.7 -1.1
-0.7 -3.3 1.7
0.0 -1.7 -0.5
1.9 -0.6 -0.2
-2.8 -0.4 -0.6
1.3 0.6 0.0
0.2 0.2 0.1
-0.5 -0.1 -0.4
0.6 0.2 -0.1
-0.2 -0.2 0.2
0.6 0.3 0.2
-0.4 0.1 0.8
4.1 2.1 -1.6
-1.5 -1.6 1.0
-2.0 -1.2 -2.4
1.8 0.8 0.1
-0.5 -0.2 1.3
-0.7 0.5 0.5
-0.2 -0.3 0.3
-0.4 0.2 0.4
0.3 0.4 0.1
-0.4 -0.2 0.0
-0.6 -0.1 0.3
-0.2 -0.1 0.0
2.2 -2.1 -1.8
-2.6 0.4 0.2
0.7 0.9 2.1
1.7 -1.5 -2.3
-0.9 -0.5 -0.3
0.0 1.0 -0.7
-1.1 2.0 4.0
0.1 0.2 -0.7
-0.3 -0.3 -0.4
-0.3 0.4 0.0
0.3 -0.4 -0.4
-0.7 -0.4 1.2
-0.1 -4.0 1.7
1.6 5.4 -1.8
-2.0 -0.5 1.9
-1.9 -0.4 2.4
2.2 -2.4 -1.3
0.3 2.6 -4.2
0.1 0.7 0.1
0.6 -0.1 -0.3
-0.6 -0.7 0.1
0.3 0.1 0.1

Mulliken population analysis, charges in e, atoms 1 to 4: number 1, C, carries -0.320; number 2, N, carries 0.939; number 3, O, carries -0.504; number 4, O, carries -0.584

***

Question: Among the records above, which one has the lowest charge?
Answer: C32H56N4O28S2

***

Question: Which of these has the lowest charge?
Answer: C32H56N4O28S2

***

Question: Which of these has the lowest charge?
Answer: C32H56N4O28S2